[1]
Entry from OMol25: C35H54AuN5SSb2Si3 as an isolated structure (wB97M-V/def2-TZVPD).

Values from the calculation:
- net charge = +2
- frontier orbital gap (eV) = 5.0451
- strongest force on any atom (eV Å⁻¹) = 1.92
- E_LUMO (eV) = -7.827
- HOMO energy (eV) = -12.873
- electronic energy (a.u.) = -3522.23243

Geometry (Å):
Au 0.22 0.59 -1.00
N 1.15 4.79 -0.62
C 0.80 4.72 0.71
C 0.87 5.64 1.75
C 0.44 5.21 2.99
C -0.07 3.92 3.18
C -0.15 3.01 2.15
C 0.29 3.41 0.89
N 0.35 2.75 -0.31
C 0.87 3.59 -1.18
C 1.12 3.26 -2.55
C 1.68 4.05 -3.53
S 1.84 3.19 -4.99
C 1.16 1.81 -4.21
N 0.83 1.99 -2.98
H 1.56 5.60 -1.07
H 1.26 6.63 1.59
H 0.49 5.89 3.82
H -0.41 3.64 4.17
H -0.53 2.01 2.30
H 2.00 5.07 -3.46
H 1.05 0.88 -4.72
C 2.55 -2.56 2.02
Sb 1.07 -1.01 1.56
C 2.03 -0.53 -0.33
C 2.30 -1.63 -1.20
C 1.54 -2.78 -1.45
C 2.06 -3.76 -2.28
C 3.32 -3.59 -2.83
C 4.01 -2.42 -2.53
N 3.51 -1.48 -1.76
Si 3.66 0.50 -0.22
C 4.08 1.37 -1.87
C 5.14 -0.46 0.50
C 3.31 1.85 1.10
C -1.03 -1.98 1.48
C -1.59 -2.04 0.13
C -2.72 -2.86 -0.07
C -3.33 -2.94 -1.31
C -2.77 -2.23 -2.37
C -1.67 -1.45 -2.11
N -1.12 -1.32 -0.90
Si -2.22 -0.76 2.47
C -3.89 -1.53 2.94
C -1.42 -0.12 4.08
C -2.63 0.63 1.22
Si -0.80 -3.74 2.34
C -0.01 -3.40 4.04
C 0.16 -4.84 1.11
C -2.35 -4.78 2.71
H 3.38 -2.05 2.50
H 2.89 -2.99 1.09
H 2.16 -3.32 2.69
H 0.57 -2.89 -1.01
H 1.49 -4.65 -2.48
H 3.76 -4.34 -3.46
H 5.01 -2.24 -2.92
H 4.99 0.96 -2.29
H 4.24 2.43 -1.71
H 3.29 1.23 -2.60
H 5.34 -1.40 -0.01
H 5.01 -0.67 1.56
H 6.03 0.15 0.42
H 2.25 1.96 1.32
H 3.67 2.82 0.77
H 3.82 1.65 2.03
H -3.12 -3.42 0.75
H -4.21 -3.54 -1.45
H -3.19 -2.29 -3.36
H -1.18 -0.90 -2.91
H -3.78 -2.32 3.67
H -4.43 -1.91 2.09
H -4.50 -0.76 3.40
H -1.51 -0.86 4.87
H -1.95 0.76 4.42
H -0.36 0.14 3.99
H -3.32 0.26 0.47
H -1.75 1.00 0.70
H -3.11 1.47 1.71
H 0.46 -2.41 4.12
H 0.74 -4.14 4.28
H -0.76 -3.47 4.82
H 1.12 -4.45 0.79
H -0.44 -5.00 0.22
H 0.34 -5.81 1.55
H -3.18 -4.23 3.13
H -2.07 -5.54 3.45
H -2.71 -5.32 1.84
C -2.91 1.57 -4.37
Sb -2.51 2.02 -2.29
C -2.30 4.16 -2.58
C -4.60 2.12 -1.71
H -3.66 2.27 -4.74
H -3.29 0.56 -4.46
H -2.01 1.67 -4.96
H -3.21 4.54 -3.03
H -1.46 4.36 -3.23
H -2.14 4.64 -1.62
H -5.14 2.68 -2.46
H -4.70 2.61 -0.75
H -5.02 1.12 -1.65

[2]
Entry from OMol25: C19H34CoN3O5P2 as an isolated structure (wB97M-V/def2-TZVPD).

Values from the calculation:
- ⟨S²⟩ = 6.04
- net charge = +2
- 2S+1 = 5
- frontier orbital gap (alpha / beta) (eV) = 8.0348 / 6.6397
- strongest force on any atom (eV Å⁻¹) = 2.85
- E_LUMO (alpha / beta) (eV) = -6.191 / -8.438
- HOMO energy (alpha / beta) (eV) = -14.226 / -15.077
- electronic energy (a.u.) = -3349.83862

Geometry (Å):
Co 0.39 -0.71 -0.56
P 2.48 -1.38 -0.61
C 2.74 -1.34 -2.39
C 1.64 -1.95 -3.07
N 0.42 -1.68 -2.48
C -0.72 -2.16 -3.00
C -0.71 -3.04 -4.10
C 0.51 -3.32 -4.71
C 1.67 -2.72 -4.25
C -2.00 -1.67 -2.35
P -1.55 -0.16 -1.37
H 2.66 -2.89 -4.70
H -1.66 -3.45 -4.44
H 0.55 -4.01 -5.55
H -2.78 -1.44 -3.10
H -2.42 -2.43 -1.65
H 2.75 0.40 -2.69
H 3.73 -1.49 -2.82
H 1.75 2.00 -1.86
O 2.88 1.38 -2.77
H 2.74 1.57 -3.71
H 0.58 1.86 -0.38
O 0.93 2.34 -1.40
H 1.14 3.28 -1.22
C -1.53 1.11 -2.67
H -2.49 1.10 -3.20
H -1.36 2.09 -2.20
H -0.72 0.93 -3.39
C -2.99 0.20 -0.37
H -2.90 1.23 0.00
H -3.92 0.10 -0.95
H -3.01 -0.49 0.48
C 2.68 -3.16 -0.25
H 3.67 -3.48 -0.60
H 2.54 -3.24 0.84
H 1.88 -3.71 -0.78
C 3.88 -0.48 0.09
H 3.68 -0.39 1.17
H 4.80 -1.05 -0.07
H 3.97 0.52 -0.36
C -3.01 0.90 4.44
C -2.23 0.69 3.14
C -0.84 1.37 3.08
C -0.88 2.88 3.43
C -1.91 3.70 2.67
C 0.08 0.70 4.12
O 0.15 1.02 5.30
N 0.83 -0.37 3.67
C 0.95 -0.86 2.37
O 1.65 -1.86 2.19
N 0.31 -0.12 1.39
C -0.21 1.10 1.70
O -0.19 2.00 0.78
H -2.42 0.59 5.32
H -3.92 0.28 4.41
H -3.32 1.94 4.58
H -2.08 -0.39 2.98
H -2.83 1.07 2.30
H -1.07 2.96 4.52
H 0.13 3.28 3.26
H -2.94 3.45 2.96
H -1.74 4.76 2.89
H -1.78 3.54 1.59
H 1.35 -0.89 4.36

[3]
Entry from OMol25: a 2-piece molecular cluster, C3H4FO2 overall (wB97M-V/def2-TZVPD).

Values from the calculation:
- net charge = -1
- frontier orbital gap (eV) = 7.3139
- strongest force on any atom (eV Å⁻¹) = 2.68
- E_LUMO (eV) = 4.461
- HOMO energy (eV) = -2.853
- electronic energy (a.u.) = -367.05957

Geometry (Å):
C -0.90 -1.15 -1.08
C 0.09 0.98 0.66
C 0.64 -0.38 0.28
O -0.64 -2.25 -1.45
O -1.68 -0.26 -1.26
F 1.69 -0.17 -0.65
H -0.11 1.64 -0.32
H -0.85 0.84 1.17
H 0.70 1.56 1.40
H 1.05 -0.82 1.25

[4]
Entry from OMol25: C41H33N2O4SSbW as an isolated structure (wB97M-V/def2-TZVPD).

Values from the calculation:
- ⟨S²⟩ = 2.03
- net charge = +2
- 2S+1 = 3
- frontier orbital gap (alpha / beta) (eV) = 5.8076 / 6.4118
- strongest force on any atom (eV Å⁻¹) = 1.79
- E_LUMO (alpha / beta) (eV) = -7.084 / -7.254
- HOMO energy (alpha / beta) (eV) = -12.892 / -13.666
- electronic energy (a.u.) = -2697.66048

Geometry (Å):
W 0.86 -0.50 0.74
O 4.33 -1.69 0.01
S 3.19 -1.34 -0.76
O 1.93 -2.10 -0.57
N 2.50 0.08 -0.32
C 2.98 1.38 -0.38
C 4.22 1.85 -0.71
C 4.42 3.24 -0.78
C 3.39 4.13 -0.60
C 2.09 3.65 -0.29
C 0.93 4.45 -0.18
C -0.28 3.84 0.03
C -0.34 2.46 0.21
N 0.73 1.68 0.19
C 1.93 2.27 -0.13
C 3.59 -1.25 -2.45
C 4.92 -1.31 -2.83
C 5.23 -1.22 -4.18
C 4.21 -1.08 -5.12
C 2.88 -1.04 -4.72
C 2.56 -1.12 -3.37
H 5.05 1.18 -0.91
H 5.40 3.61 -1.03
H 3.55 5.19 -0.70
H 1.00 5.52 -0.29
H -1.20 4.41 0.08
H -1.29 1.97 0.38
H 5.70 -1.44 -2.09
H 6.26 -1.27 -4.50
H 4.45 -1.02 -6.17
H 2.09 -0.94 -5.46
H 1.52 -1.10 -3.05
C -2.93 -1.09 -1.44
C -1.75 -1.54 -0.64
O -0.76 -0.76 -0.61
C -1.75 -2.77 0.09
C -2.73 -3.76 -0.18
C -2.67 -5.00 0.41
C -1.63 -5.29 1.29
C -0.67 -4.34 1.60
C -0.73 -3.07 1.02
O 0.20 -2.19 1.44
H -2.66 -0.21 -2.03
H -3.73 -0.83 -0.74
H -3.31 -1.87 -2.10
H -3.52 -3.55 -0.88
H -3.42 -5.74 0.18
H -1.57 -6.27 1.75
H 0.12 -4.55 2.30
C -0.90 -0.86 7.53
C 0.14 -1.34 6.74
C 0.19 -1.06 5.39
C -0.81 -0.27 4.81
C -1.85 0.21 5.60
C -1.90 -0.08 6.95
Sb -0.98 0.31 2.79
C -1.32 2.38 3.14
C -2.46 3.01 2.64
C -2.68 4.36 2.91
C -1.76 5.08 3.66
C -0.63 4.44 4.17
C -0.42 3.10 3.92
C 1.98 -0.17 2.52
C 2.47 1.09 2.90
C 3.61 1.18 3.70
C 4.26 0.03 4.12
C 3.76 -1.23 3.79
C 2.60 -1.31 3.04
H -0.93 -1.09 8.58
H 0.92 -1.94 7.19
H 1.00 -1.44 4.79
H -2.63 0.84 5.18
H -2.71 0.29 7.56
H -3.19 2.46 2.06
H -3.58 4.84 2.54
H -1.93 6.12 3.87
H 0.08 5.00 4.77
H 0.45 2.60 4.36
H 2.00 2.01 2.57
H 3.99 2.15 3.98
H 5.16 0.11 4.72
H 4.26 -2.12 4.12
H 2.18 -2.28 2.81

[5]
Entry from OMol25: one molecule with the formula C4H9NO2 (wB97M-V/def2-TZVPD).

Values from the calculation:
- structure (SMILES) = C[C@@H](O)CC(N)=O
- frontier orbital gap (eV) = 10.4386
- strongest force on any atom (eV Å⁻¹) = 1.67
- E_LUMO (eV) = 0.792
- HOMO energy (eV) = -9.647
- electronic energy (a.u.) = -363.05952

Geometry (Å):
C -2.01 -0.30 -0.52
C -0.54 0.21 -0.51
O -0.56 1.49 0.12
C 0.35 -0.77 0.25
C 1.86 -0.48 0.29
O 2.68 -1.35 0.03
N 2.20 0.77 0.70
H -2.37 -0.63 0.47
H -2.06 -1.13 -1.21
H -2.75 0.45 -0.88
H -0.20 0.33 -1.55
H -1.50 1.46 0.27
H 0.00 -0.81 1.29
H 0.25 -1.76 -0.20
H 3.18 1.02 0.68
H 1.49 1.49 0.77

[6]
Entry from OMol25: a 2-piece molecular cluster, CHN3O2 overall (wB97M-V/def2-TZVPD).

Values from the calculation:
- ⟨S²⟩ = 2.01
- 2S+1 = 3
- frontier orbital gap (alpha / beta) (eV) = 4.2781 / 5.7043
- strongest force on any atom (eV Å⁻¹) = 6.59
- E_LUMO (alpha / beta) (eV) = 0.491 / -5.383
- HOMO energy (alpha / beta) (eV) = -3.787 / -11.087
- electronic energy (a.u.) = -353.11312

Geometry (Å):
C -0.26 1.04 -1.09
N -2.55 -1.20 -2.70
N -2.39 -0.86 -1.65
N 0.22 0.05 -0.67
O -0.91 1.87 -1.51
O -2.26 -0.54 -0.55
H 1.25 -0.16 -0.70